The following is a quantum chemistry calculation of a cluster of 2 separate species, C5H13IN in total at a distorted geometry, from the OMol25 dataset.

energy relative to the best compared isomer or geometry (same formula, charge and spin): 63.2 kcal per mole
energy: -14977.2811 eV
molar mass: 214.1 g mol⁻¹
HOMO level (spin up / spin down): -13.773 / -13.772 eV
charge: +1
F_max: 0.1001 hartree/bohr
orbital gap (spin up / spin down): 8.501 / 8.499 eV

Each line ends with the natural charge from an NBO analysis.
Cartesian coordinates (Å):
C (1.6861, -0.3857, 2.5787)  -0.620
C (-1.0904, 1.5421, -1.6136)  -0.756
C (-0.6559, -1.0197, -1.8565)  -0.766
C (0.6913, -0.7267, 1.3537)  -0.229
C (-1.2618, 0.1462, -1.1779)  0.188
N (0.4108, 0.4678, 0.4905)  -0.739
I (-2.8572, -0.1085, 0.0339)  0.414
H (2.6827, -0.2227, 2.2340)  0.219
H (1.3259, 0.5196, 3.0295)  0.210
H (1.8602, -1.2833, 3.2384)  0.244
H (0.0161, 1.7065, -2.0385)  0.249
H (-1.8149, 1.7152, -2.5089)  0.299
H (-1.3480, 2.3065, -0.9744)  0.259
H (-1.0095, -1.9657, -1.4190)  0.266
H (0.4901, -0.9582, -1.9037)  0.260
H (-1.1518, -1.1701, -2.7557)  0.289
H (-0.3435, -0.8730, 1.7085)  0.199
H (1.1829, -1.4347, 0.6973)  0.206
H (0.1170, 1.2839, 1.1153)  0.416
H (1.0697, 0.4604, -0.2316)  0.388